The following is a DFT calculation (ωB97M-V/def2-TZVPD) of a cluster of 2 separate species, C3H6O5 in total at a distorted geometry.

The HOMO energy comes out at -10.552 eV. The energy relative to the best compared isomer or geometry (same formula, charge and spin) comes out at 55.64 kJ/mol. The lowest unoccupied orbital energy is 0.00977 Eh. Its charge is 0. The calculation puts the total energy at -494.12944 a.u. The largest force on an atom is 0.1007 Eh/bohr. As for the SMILES: O=C(O)CC(=O)O.O.

Cartesian coordinates (Å):
1 O 0.006 2.344 0.116
2 C 0.941 1.540 0.268
3 O 1.854 1.575 1.265
4 C 1.240 0.403 -0.677
5 C 0.407 -0.787 -0.141
6 O -0.857 -0.909 -0.231
7 O 1.156 -1.821 0.346
8 H 1.688 2.434 1.740
9 H 1.085 0.649 -1.745
10 H 2.266 0.001 -0.570
11 H 0.614 -2.478 0.862
12 O -3.669 -1.240 -0.644
13 H -2.711 -1.020 -0.683
14 H -4.020 -0.690 0.093

The following is a DFT calculation (ωB97M-V/def2-TZVPD) of a cluster of 2 separate species, C3H6O5 in total at a distorted geometry.

The HOMO energy comes out at -10.987 eV. The energy relative to the best compared isomer or geometry (same formula, charge and spin) comes out at 161.08 kJ/mol. The lowest unoccupied orbital energy is -0.01351 Eh. Its charge is 0. The calculation puts the total energy at -494.08927 a.u. The largest force on an atom is 0.1173 Eh/bohr. As for the SMILES: O=C(O)CC(=O)O.O.

Cartesian coordinates (Å):
1 O -1.477 -0.851 -0.494
2 C -0.667 -0.072 0.062
3 O -1.065 1.010 0.698
4 C 0.898 -0.251 -0.008
5 C 1.139 -1.748 -0.081
6 O 0.999 -2.475 -1.103
7 O 1.722 -2.223 1.130
8 H -0.359 1.541 1.160
9 H 1.278 0.187 -0.951
10 H 1.433 0.238 0.829
11 H 1.809 -1.556 1.864
12 O -1.725 2.315 -1.296
13 H -1.448 2.109 -0.374
14 H -2.536 1.776 -1.437

The following is a DFT calculation (ωB97M-V/def2-TZVPD) of a structure of composition C3H6OS at a distorted geometry.

The HOMO energy comes out at -9.494 eV. The energy relative to the best compared isomer or geometry (same formula, charge and spin) comes out at 272.18 kJ/mol. The lowest unoccupied orbital energy is 0.01950 Eh. Its charge is 0. The calculation puts the total energy at -591.22933 a.u. The largest force on an atom is 0.1628 Eh/bohr.

Cartesian coordinates (Å):
1 C 1.512 -0.870 -0.373
2 C 0.043 -0.275 0.107
3 C -1.730 1.330 0.139
4 H 1.121 -1.968 -0.501
5 H 2.184 -0.606 0.532
6 H 2.093 -0.501 -1.213
7 H 0.006 -0.598 1.414
8 H -0.733 -0.628 -0.621
9 H -1.928 0.340 -0.012
10 O -2.511 2.319 0.319
11 S -0.058 1.458 0.208

The following is a DFT calculation (ωB97M-V/def2-TZVPD) of the molecule C3H6OS2 at a distorted geometry.

The HOMO energy comes out at -9.075 eV. The energy relative to the best compared isomer or geometry (same formula, charge and spin) comes out at 254.28 kJ/mol. The lowest unoccupied orbital energy is 0.01713 Eh. Its charge is 0. The calculation puts the total energy at -989.43168 a.u. The largest force on an atom is 0.1249 Eh/bohr. As for the SMILES: C[C@H](S)C(=O)S.

Cartesian coordinates (Å):
1 C -0.617 -0.174 1.154
2 C -0.645 0.537 -0.052
3 S -1.726 -0.329 -1.053
4 C 0.879 0.618 -0.446
5 O 1.220 1.712 -0.717
6 S 1.827 -0.948 -0.449
7 H -1.605 0.071 1.905
8 H 0.532 -0.139 1.493
9 H -0.861 -1.244 0.796
10 H -0.773 1.626 0.073
11 H -0.924 -1.333 -1.296
12 H 2.695 -0.397 -1.408